[1]
Formula: C39H39N3OPSeSnTe
Source: the OMol25 dataset
Level of theory: ωB97M-V/def2-TZVPD

The geometry in XYZ format:
```
86
Properties=species:S:1:pos:R:3:forces:R:3
Sn -0.10318 1.96786 0.54006 0.08 0.07 0.90
C -3.25831 5.63851 1.95846 0.07 -0.03 0.02
C -2.28551 4.53267 1.52800 -0.06 -0.04 -0.12
C -2.45314 4.33240 0.01730 0.06 0.02 0.18
C -2.54661 3.23632 2.31408 -0.10 0.05 -0.05
C -2.84415 3.46522 3.79574 0.07 0.21 -0.16
O -2.13067 2.40417 4.45221 -0.06 -0.19 0.15
C -1.29866 1.83581 3.61428 -0.09 0.17 -0.17
N -1.40367 2.25601 2.37364 0.27 -0.08 -0.32
C -0.43601 0.82821 4.25840 0.07 -0.14 0.33
C -0.52373 0.78095 5.66088 -0.04 0.12 -0.07
C 0.14884 -0.16881 6.40465 0.04 -0.05 0.02
C 0.90984 -1.13220 5.76501 0.00 0.04 0.00
C 1.01998 -1.09619 4.38592 0.01 0.05 -0.06
C 0.38194 -0.11945 3.62521 -0.04 0.12 -0.13
P 0.76776 -0.22620 1.85084 0.37 -0.35 0.41
C 0.30144 -1.94884 1.49570 -0.13 0.28 -0.34
C -0.93628 -2.37354 1.98562 -0.01 0.09 -0.02
C -1.36651 -3.66959 1.75726 -0.10 0.03 0.01
C -0.56669 -4.54845 1.03870 0.01 -0.01 -0.06
C 0.65868 -4.12634 0.54225 0.04 -0.06 -0.02
C 1.09209 -2.82561 0.75353 0.02 0.07 0.03
C 2.57433 -0.03729 1.75498 -0.27 0.17 -0.31
C 3.48207 -1.06929 1.98857 0.00 -0.05 0.04
C 4.84344 -0.81559 1.92471 0.04 -0.07 0.03
C 5.31423 0.45576 1.62755 -0.04 0.06 -0.03
C 4.41964 1.49190 1.39488 0.06 0.02 0.01
C 3.06046 1.24178 1.46175 -0.12 -0.12 0.09
H -3.07322 6.52890 1.36027 -0.06 0.00 -0.02
H -3.13929 5.93491 2.99844 -0.02 -0.01 0.01
H -4.29448 5.33288 1.79919 -0.01 0.01 -0.01
H -1.26296 4.86797 1.74215 0.00 -0.01 0.05
H -3.41059 3.85198 -0.20264 -0.03 0.03 -0.01
H -1.64784 3.74516 -0.43732 -0.08 0.10 -0.08
H -2.44738 5.29803 -0.48539 0.03 -0.03 -0.08
H -3.38433 2.71283 1.83863 -0.01 -0.01 0.04
H -3.89497 3.39194 4.05864 0.02 -0.05 0.01
H -2.44091 4.40317 4.17433 0.04 -0.05 0.01
H -1.13469 1.50120 6.17979 -0.02 0.02 0.00
H 0.06942 -0.16108 7.48298 -0.04 0.00 -0.01
H 1.41982 -1.90067 6.32998 0.01 0.01 0.00
H 1.61863 -1.84719 3.88773 0.01 -0.01 0.04
H -1.54490 -1.69611 2.57567 -0.03 -0.07 0.01
H -2.31546 -3.99890 2.15997 0.01 -0.01 0.00
H -0.89304 -5.56728 0.87436 0.02 0.00 0.03
H 1.29432 -4.82038 0.00783 -0.02 0.01 -0.02
H 2.05935 -2.51837 0.37863 -0.07 0.01 -0.09
H 3.14308 -2.06885 2.22746 0.03 0.04 0.01
H 5.54330 -1.61917 2.11135 0.00 0.00 0.01
H 6.37809 0.64585 1.58573 0.00 -0.02 -0.01
H 4.78224 2.48579 1.17047 -0.01 0.01 0.03
H 2.37330 2.07750 1.33882 0.10 0.06 -0.05
Se -2.50058 1.06551 -1.24616 0.50 0.52 -0.16
N -1.67892 -0.37745 -1.97079 -0.06 -0.46 -0.14
C -2.47403 -1.44357 -1.80664 0.05 0.43 0.02
C -2.29579 -2.73279 -2.33120 0.09 -0.43 -0.10
C -3.24532 -3.67502 -2.05470 0.37 0.16 -0.13
C -4.39440 -3.40132 -1.24786 -0.28 0.26 0.30
C -4.60596 -2.17117 -0.71888 -0.22 -0.40 -0.06
C -3.65879 -1.14639 -1.00334 0.13 0.50 0.06
N -3.77780 0.09765 -0.58538 -0.72 -0.67 0.16
H -1.45674 -2.95138 -2.97518 0.05 -0.02 0.03
H -3.13387 -4.66808 -2.47119 -0.02 0.01 -0.02
H -5.11537 -4.19031 -1.08071 0.02 -0.01 0.00
H -5.48158 -1.92653 -0.13342 0.00 -0.02 -0.01
C 3.65546 -0.53991 -7.46132 0.05 -0.04 -0.06
C 2.82564 -0.47842 -6.22225 -0.12 -0.08 0.14
C 2.44591 0.74176 -5.66071 0.04 0.03 -0.06
C 1.66846 0.81695 -4.52220 -0.17 0.07 0.11
C 1.29112 2.16913 -3.97618 0.07 -0.01 -0.09
C 1.27221 -0.39517 -3.91226 -0.14 0.19 0.42
Te 0.48088 -0.29507 -1.96569 0.46 -0.52 -0.75
C 1.64304 -1.64935 -4.44499 -0.06 -0.09 0.11
C 1.27131 -2.98237 -3.85612 0.01 0.05 -0.02
C 2.40736 -1.65304 -5.59923 0.05 0.10 -0.04
H 3.90348 0.45040 -7.83445 0.01 -0.01 -0.01
H 3.12428 -1.08675 -8.24225 0.00 0.03 -0.01
H 4.58117 -1.08601 -7.27159 0.01 0.03 0.01
H 2.77571 1.65937 -6.13205 -0.04 0.01 -0.01
H 1.54415 2.94914 -4.69068 -0.01 -0.01 -0.01
H 1.83446 2.38583 -3.05341 -0.05 0.03 0.02
H 0.22005 2.23123 -3.77919 0.00 0.04 0.02
H 0.79864 -2.88465 -2.88138 0.00 -0.12 0.02
H 2.16097 -3.60224 -3.74221 -0.02 0.00 0.00
H 0.59535 -3.51425 -4.52874 -0.02 0.01 0.03
H 2.70038 -2.60602 -6.02488 -0.02 -0.01 0.00
```
Forces are in eV/Å.

Values from the calculation:
Spin multiplicity = 1
Charge = +3

Mulliken atomic charge list, values in e, 8 entries:
1 Sn 0.806
2 C -1.622
3 C 0.207
4 C -0.897
5 C 0.084
6 C -0.593
7 O -0.367
8 C 0.800

[2]
Formula: C20H42AlNOP3
Source: the OMol25 dataset
Level of theory: ωB97M-V/def2-TZVPD

The geometry in XYZ format:
```
68
Properties=species:S:1:pos:R:3:forces:R:3
Al 0.00000 0.00000 0.00000 0.07 1.59 -0.76
P 0.89410 -0.59206 -2.04066 2.15 -1.16 -4.67
P -2.04183 0.43263 -1.02146 -4.05 0.22 -2.49
P 1.80895 -0.95432 1.08570 3.95 -1.16 2.36
H -2.09696 -1.82389 0.65641 0.29 0.61 -0.70
C -1.14494 -1.50628 1.08601 -1.74 2.41 4.29
C -1.10532 -0.26214 1.84135 -2.52 -5.36 0.88
H -2.01869 0.31757 1.94208 0.30 0.38 -0.86
C 0.62588 -2.31405 -2.69732 -0.61 -0.11 1.04
C 0.42836 0.33729 -3.58315 -0.61 0.53 0.64
C 2.72712 -0.50502 -2.34828 0.01 0.26 0.94
C -3.53150 0.67365 0.05002 0.55 -0.07 0.44
C -2.35040 1.86750 -2.15802 0.75 0.06 0.30
C -2.71115 -0.93518 -2.07529 0.56 -0.07 0.24
C 1.69936 -1.22810 2.91310 -0.64 0.32 -0.18
C 3.50448 -0.20686 1.06234 -0.44 0.52 -0.40
C 2.23491 -2.68980 0.60448 -0.83 0.20 -0.70
H -0.59953 -2.36934 1.47272 0.88 0.43 -0.53
H -0.52328 -0.22547 2.75803 0.85 0.32 -0.59
H 1.09951 -2.46278 -3.67605 0.00 0.40 0.30
H -0.44603 -2.50722 -2.78207 0.13 -0.08 -0.08
H 1.03292 -3.03728 -1.98661 -0.02 -0.07 -0.18
H 0.96912 -0.05530 -4.45206 0.01 -0.10 0.42
H 0.68078 1.39429 -3.45407 0.00 -0.09 -0.14
H -0.64308 0.26321 -3.78087 0.17 0.02 -0.07
H 2.95758 -0.77902 -3.38423 -0.35 0.03 0.21
H 3.26950 -1.18268 -1.68554 0.00 0.08 -0.18
H 3.07815 0.51385 -2.16265 0.06 -0.09 -0.09
H -4.41584 0.81656 -0.58008 0.27 -0.03 0.03
H -3.39609 1.55460 0.68361 -0.12 -0.03 -0.06
H -3.68843 -0.19609 0.69242 -0.19 0.07 -0.09
H -3.23367 1.67773 -2.77806 0.18 -0.13 0.22
H -1.49137 2.05289 -2.80326 -0.17 0.09 -0.01
H -2.53228 2.76266 -1.55964 0.02 -0.04 -0.06
H -3.74757 -0.73556 -2.37082 0.25 0.04 0.17
H -2.66406 -1.86964 -1.51084 -0.16 -0.07 -0.19
H -2.10625 -1.04987 -2.97745 -0.17 -0.04 0.06
H 2.60590 -1.73427 3.26117 -0.15 0.12 -0.21
H 0.83131 -1.84655 3.15409 0.18 -0.06 0.12
H 1.59930 -0.27245 3.43395 0.11 -0.08 0.04
H 4.22454 -0.87270 1.55112 -0.33 -0.01 -0.08
H 3.49005 0.74543 1.59918 0.03 -0.07 -0.04
H 3.83148 -0.01655 0.03954 0.07 0.01 0.16
H 3.00449 -3.10769 1.26331 -0.19 0.36 0.02
H 2.59767 -2.72316 -0.42498 0.01 -0.13 0.15
H 1.32974 -3.29929 0.66712 0.20 -0.22 -0.03
C 2.49064 -7.06512 -1.54263 -0.09 -0.12 0.14
C 1.95825 -8.31830 -1.85943 0.01 0.21 0.20
C 1.24418 -9.02980 -0.89532 0.10 0.24 0.03
C 1.05784 -8.50027 0.38127 0.10 0.20 -0.09
C 1.59441 -7.24705 0.68679 -0.10 -0.14 -0.17
C 2.30935 -6.52596 -0.26595 -0.22 -0.25 -0.25
O 3.20342 -6.31585 -2.44898 -0.25 -0.24 -0.17
H 3.25202 -6.80549 -3.28581 0.09 0.16 0.30
H 2.10213 -8.73419 -2.85528 0.00 0.05 0.16
H 0.83329 -10.00305 -1.14836 0.08 0.15 0.05
H 0.50183 -9.05638 1.12950 0.11 0.07 -0.11
H 1.45582 -6.82424 1.67797 0.03 -0.11 -0.06
H 2.73048 -5.55148 -0.03943 0.10 -0.10 0.00
C -1.77556 5.05176 1.52204 -0.04 -0.51 -0.12
C -0.36049 4.56618 1.25263 -0.88 -1.51 -0.36
C -0.39440 3.09688 0.86441 0.46 -7.45 -2.01
N -0.42239 1.87815 0.54235 1.36 9.27 2.78
H -2.36855 4.92949 0.63987 -0.53 0.10 -0.48
H -1.75167 6.08589 1.79535 0.07 0.59 0.15
H -2.20234 4.48153 2.32059 -0.42 -0.17 0.55
H 0.06626 5.13637 0.45416 0.56 0.06 -0.73
H 0.23253 4.68835 2.13477 0.69 -0.29 0.55
```
Forces are in eV/Å.

Values from the calculation:
Spin multiplicity = 1
Charge = +3

Mulliken atomic charge list, values in e, 8 entries:
1 Al 0.534
2 P 0.772
3 P 0.708
4 P 0.525
5 H 0.384
6 C -0.814
7 C -0.238
8 H 0.357

Calculated LUMO in order - -10.1820; -11.8956 eV
Calculated relative energy (zero: lowest compared OMol25 entry of this formula, charge and spin) in order - 67.8; 267.0 kJ/mol
Calculated highest occupied orbital energy in order - -16.0; -14.0 eV